1.
23
Properties=species:S:1:pos:R:3:forces:R:3 method="wB97M-V/def2-TZVPD" gap_ev=8.75 e_above_lowest_kcal_mol=51.4 e_tot_ha=-1162.7440
C 0.1159 -0.5180 -0.7283 -2.1 0.9 -1.7
C -0.8728 -1.6604 -0.8924 -0.6 -0.7 0.8
C 1.2410 0.0908 2.7044 -1.4 0.0 1.3
C 2.2990 -1.6387 0.9533 1.4 0.5 0.9
C -2.4482 3.2217 -2.4826 1.9 2.2 0.5
C 1.2691 -0.6283 1.4000 1.3 0.4 -1.1
N 0.4852 -0.1941 0.5303 -1.2 0.5 0.3
O 0.2482 0.2396 -1.6764 1.1 -0.2 0.1
S -1.6539 2.7193 -0.9155 -0.2 -0.6 0.1
S 0.2388 3.4661 -0.9379 0.0 0.8 0.0
H -0.8215 -2.1282 -1.8766 0.1 0.5 -0.1
H -1.9636 -1.4451 -0.6474 1.5 0.3 -0.3
H -0.5540 -2.4055 -0.1879 -0.1 -0.8 0.5
H 1.8979 -0.2796 3.4726 0.4 -0.5 0.1
H 0.1879 -0.1073 3.0389 0.9 0.5 0.2
H 1.3736 1.1967 2.7058 -0.1 -0.8 -0.7
H 2.5605 -1.3265 -0.0551 0.2 -0.2 -0.1
H 1.9641 -2.6660 0.9177 -0.3 -0.2 0.2
H 3.2293 -1.5883 1.5783 -0.8 -0.1 -0.5
H -2.9869 2.4041 -2.8488 -0.8 -1.2 -0.6
H -1.6121 3.5178 -3.1746 -1.1 -0.3 0.5
H -3.0907 4.0879 -2.2661 0.2 -0.3 -0.4
H 0.8073 2.8213 -1.9647 -0.1 -0.5 0.0

---

2.
8
Properties=species:S:1:pos:R:3:forces:R:3 method="wB97M-V/def2-TZVPD" gap_ev=10.14 e_above_lowest_kcal_mol=7.7 e_tot_ha=-651.4961
C -0.2891 -0.3376 -0.1056 -1.0 -0.3 1.2
C -0.8488 0.8736 -0.0702 0.2 2.6 0.1
C 1.1939 -0.5750 0.0829 -1.0 1.1 -0.9
H -0.2404 1.8590 0.0935 -0.6 -2.2 -0.5
H -1.9350 1.1611 -0.1851 1.3 -1.1 0.2
H 1.7034 0.3829 0.3011 0.2 -0.1 0.2
O 1.7563 -1.6014 -0.1194 0.2 -0.6 0.3
Cl -1.3404 -1.7626 0.0027 0.7 0.6 -0.5

---

3.
55
Properties=species:S:1:pos:R:3:forces:R:3 method="wB97M-V/def2-TZVPD" gap_ev=9.26 e_above_lowest_kcal_mol=74.2 e_tot_ha=-1302.4959
C 5.6607 2.3250 -1.6248 0.0 0.3 0.0
C 4.6097 2.6512 -0.5942 0.2 0.1 -0.3
O 4.3364 3.7928 -0.3005 0.0 -0.1 0.0
C 3.9236 1.5022 0.0585 -0.4 -0.2 0.4
C 3.1081 1.7714 1.1597 0.1 0.1 -0.1
C 2.4648 0.7416 1.8126 0.1 0.1 0.0
C 2.6021 -0.5682 1.3784 0.1 -0.3 -0.1
C 3.3894 -0.8447 0.2653 0.0 0.3 0.1
C 4.0559 0.1925 -0.3833 -0.1 0.0 0.1
H 4.6602 -0.0650 -1.2373 0.1 0.0 -0.1
O 3.5817 -2.0866 -0.2753 0.0 0.2 -0.1
C 2.8164 -3.1647 0.2105 -0.1 -0.3 0.2
C 1.3487 -2.9175 0.0730 -0.5 0.5 -0.8
C 0.6278 -2.2235 -0.8562 0.3 -0.5 0.5
C -0.6997 -2.2808 -0.3583 0.8 -0.6 0.2
N -0.7405 -2.9628 0.7551 -1.3 0.3 -0.1
O 0.5242 -3.3607 1.0345 0.8 -0.1 0.0
C -1.9163 -1.7167 -1.0182 -0.2 0.0 0.0
O -2.3455 -2.2314 -2.0348 0.2 -0.2 -0.2
N -2.4452 -0.6265 -0.4288 -0.1 0.1 0.0
C -1.8179 -0.0840 0.7643 0.3 0.2 0.6
C -2.3122 1.2737 1.2664 0.1 -0.1 0.0
C -2.2029 2.3981 0.2324 0.0 0.0 0.0
C -3.3683 2.4528 -0.7553 0.0 0.1 -0.2
C -3.3824 1.2670 -1.7149 0.0 0.0 0.1
C -3.6506 -0.0707 -1.0207 -0.3 -0.1 -0.5
C -4.8228 0.0014 -0.0397 0.1 0.1 0.1
C -4.8259 1.2420 0.8522 -0.2 0.0 0.1
C -4.6935 2.5012 0.0002 0.1 -0.1 0.0
H -5.5220 2.5638 -0.7082 -0.1 0.1 0.0
H -4.7291 3.3863 0.6389 0.0 0.1 0.0
C -3.7078 1.2173 1.8895 0.0 0.0 -0.1
H -3.7934 0.3217 2.5089 0.0 0.0 0.1
H -3.8286 2.0838 2.5446 0.0 0.0 0.1
H -5.7826 1.2676 1.3871 0.1 0.0 0.0
H -4.8261 -0.9013 0.5748 -0.1 -0.1 0.0
H -5.7425 0.0022 -0.6292 0.0 0.0 0.0
H -3.9099 -0.8008 -1.7979 0.0 0.2 0.2
H -2.4338 1.2014 -2.2520 0.0 0.0 -0.1
H -4.1698 1.4277 -2.4544 0.0 0.0 -0.1
H -3.2586 3.3672 -1.3501 0.0 -0.1 0.0
H -1.2613 2.2989 -0.3128 0.1 0.1 0.0
H -2.1712 3.3496 0.7693 0.0 0.0 0.0
H -1.6115 1.5161 2.0768 0.0 -0.1 -0.1
H -1.9319 -0.8076 1.5818 0.1 0.2 0.0
H -0.7429 0.0159 0.5611 -0.1 0.0 0.1
H 0.9742 -1.7437 -1.7461 0.1 0.1 -0.2
H 3.0487 -3.3888 1.2606 0.0 0.0 -0.1
H 3.1193 -4.0194 -0.4035 0.0 0.1 0.2
H 2.0957 -1.3520 1.9186 -0.1 -0.1 0.0
H 1.8453 0.9478 2.6726 0.0 0.0 0.1
H 3.0035 2.7944 1.4862 0.0 0.1 0.0
H 6.1524 3.2424 -1.9382 0.0 0.0 0.0
H 6.3951 1.6372 -1.2131 0.1 -0.1 0.0
H 5.1946 1.8597 -2.4909 0.0 -0.1 -0.1